Record 1
Here is a cluster of 2 separate species, C3H10O2 in total at a distorted geometry from OMol25. Energies are from the ωB97M-V functional and the def2-TZVPD basis.

```
! wB97M-V def2-TZVPD RIJCOSX def2/J DEFGRID3
* xyz 0 1
C -0.5194 1.1988 -0.5277
C -0.6858 -0.2722 -0.2741
C 0.5076 -0.9991 -0.9304
O -1.9107 -0.7178 -0.8562
H -1.4947 1.7163 -0.5963
H -0.1585 1.3090 -1.5918
H 0.0611 1.7388 0.2000
H -0.6146 -0.4913 0.8167
H 1.4171 -1.1040 -0.3191
H 0.8670 -0.6889 -1.8907
H 0.2784 -2.0527 -1.0689
H -2.5858 -0.0915 -0.7288
H 1.0648 -0.3654 2.3804
H 2.2302 0.5571 2.4045
O 1.5431 0.2629 2.9823
*
```

The calculation puts the HOMO-LUMO gap at 11.32 eV. Its energy relative to the best compared isomer or geometry (same formula, charge and spin) is 53.7 kJ/mol. The molar mass is 78.11 g/mol. Its SMILES is CC(C)O.O.

Record 2
Here is a cluster of 2 separate species, C3H10O2S in total at a distorted geometry from OMol25. Energies are from the ωB97M-V functional and the def2-TZVPD basis.

```
! wB97M-V def2-TZVPD RIJCOSX def2/J DEFGRID3
* xyz 0 1
O 0.7202 -1.7599 1.4220
S 0.9883 0.0314 -1.0412
C 0.5319 -0.8253 -2.4925
C 0.0548 -0.5044 1.3628
C -0.4622 -0.2009 -0.0436
H 1.4941 -1.7457 0.8209
H -0.5003 -0.5753 -2.7902
H 0.6106 -1.9198 -2.3806
H 1.2172 -0.5034 -3.2946
H 0.7284 0.2916 1.7344
H -0.8364 -0.5247 2.0192
H -1.0638 0.7252 0.0336
H -1.1002 -0.9792 -0.5047
O -0.6531 3.0597 1.4209
H -1.4992 2.5579 1.4439
H -0.2303 2.8729 2.2896
*
```

The calculation puts the HOMO-LUMO gap at 9.27 eV. Its energy relative to the best compared isomer or geometry (same formula, charge and spin) is 23.7 kJ/mol. The molar mass is 110.18 g/mol. Its SMILES is CSCCO.O.

Record 3
Here is a cluster of 2 separate species, C3H10O2S2 in total at a distorted geometry from OMol25. Energies are from the ωB97M-V functional and the def2-TZVPD basis.

```
! wB97M-V def2-TZVPD RIJCOSX def2/J DEFGRID3
* xyz 0 1
C 0.1355 0.0973 -1.6229
C -1.1843 -0.7120 -1.2043
O -0.9385 -1.3455 0.1440
C 0.3645 1.2975 -0.6805
S 1.9444 2.0718 -0.3761
S 3.3228 0.6142 0.4177
H 0.9770 -0.5317 -1.5155
H -0.0975 0.4321 -2.6746
H -1.3194 -1.6489 -1.9753
H -2.0811 -0.0543 -1.0116
H -1.6822 -1.9855 0.3720
H -0.3433 2.1494 -0.9616
H 0.0001 0.9575 0.3288
H 4.0376 1.4520 1.1489
H -1.3422 -0.8312 3.9376
H -1.1047 -1.1930 2.4528
O -0.6888 -0.7697 3.2205
*
```

The calculation puts the HOMO-LUMO gap at 8.68 eV. Its energy relative to the best compared isomer or geometry (same formula, charge and spin) is 127.8 kJ/mol. The molar mass is 142.25 g/mol. Its SMILES is OCCCSS.O.

Record 4
Here is a cluster of 2 separate species, C3H10O3 in total at a distorted geometry from OMol25. Energies are from the ωB97M-V functional and the def2-TZVPD basis.

```
! wB97M-V def2-TZVPD RIJCOSX def2/J DEFGRID3
* xyz 0 1
C -0.8416 0.1821 -0.7138
O -1.6312 -1.0293 -0.5410
C 0.5541 -0.1670 -0.2173
C 1.8163 0.6343 -0.0710
O 3.0152 0.2339 0.7096
H -0.8316 0.5994 -1.7945
H -1.3793 1.1035 -0.3399
H -1.3667 -1.6127 -1.1437
H 0.3667 -0.7957 0.7053
H 0.8694 -1.0095 -0.8604
H 2.1991 0.9707 -1.1096
H 1.7299 1.7064 0.2426
H 3.2128 -0.6188 0.4252
H -2.9324 -0.5455 1.0395
H -2.0300 0.4760 1.7013
O -2.7507 -0.1279 1.9678
*
```

The calculation puts the HOMO-LUMO gap at 11.16 eV. Its energy relative to the best compared isomer or geometry (same formula, charge and spin) is 212.1 kJ/mol. The molar mass is 94.11 g/mol. Its SMILES is OCCCO.O.

Record 5
Here is a cluster of 4 separate species, C3H10O3 in total at a distorted geometry from OMol25. Energies are from the ωB97M-V functional and the def2-TZVPD basis.

```
! wB97M-V def2-TZVPD RIJCOSX def2/J DEFGRID3
* xyz 0 1
C 0.3906 0.0660 -0.9944
C 0.5690 -0.5234 0.3263
C 1.7548 -0.4578 0.9774
O -2.3618 -1.7862 0.8036
H 1.2526 0.8824 -1.3254
H -0.5661 0.5776 -1.1277
H 0.4263 -0.6717 -1.8067
H -0.3937 -0.8723 0.7257
H 1.8263 -0.9586 1.9346
H -3.1762 -2.0480 0.3737
H -2.4670 -0.3235 0.6861
H -2.4517 1.3565 0.9727
O -2.1579 0.6220 0.4286
H 2.5589 0.1560 0.6051
H 2.4040 2.3975 -1.5597
O 2.3919 1.5836 -1.0199
*
```

The calculation puts the HOMO-LUMO gap at 3.52 eV. Its energy relative to the best compared isomer or geometry (same formula, charge and spin) is 849.6 kJ/mol. The molar mass is 94.11 g/mol.

Record 6
Here is a cluster of 3 separate species, C3H10O3 in total at a distorted geometry from OMol25. Energies are from the ωB97M-V functional and the def2-TZVPD basis.

```
! wB97M-V def2-TZVPD RIJCOSX def2/J DEFGRID3
* xyz 0 1
C 1.4451 -0.5396 -0.5334
C 0.3878 -0.9633 0.2250
O -0.3619 -0.1094 0.9944
C -0.0918 -2.3788 0.2554
H 2.3573 -0.2028 -0.0674
H 1.4317 -1.0054 -1.5150
H -0.0421 0.7438 0.6658
H -0.2945 -2.7536 -0.7627
H 0.7533 -2.9276 0.6513
H -0.9905 -2.6487 0.8098
H 0.7278 3.2664 0.6541
H 0.0263 3.0960 1.9308
O -0.1196 2.9175 0.9910
H -1.7470 0.5584 -1.9433
H -1.3731 1.6730 -0.9498
O -2.1089 1.2741 -1.4060
*
```

The calculation puts the HOMO-LUMO gap at 8.48 eV. Its energy relative to the best compared isomer or geometry (same formula, charge and spin) is 188.4 kJ/mol. The molar mass is 94.11 g/mol. Its SMILES is C=C(C)O.O.O.

Record 7
Here is a cluster of 3 separate species, C3H10O3S in total at a distorted geometry from OMol25. Energies are from the ωB97M-V functional and the def2-TZVPD basis.

```
! wB97M-V def2-TZVPD RIJCOSX def2/J DEFGRID3
* xyz 0 1
O 0.1660 -2.2583 -1.3215
C 0.1053 -1.4617 -0.4246
C -0.2819 -1.6876 1.0086
C -1.3486 -0.6881 1.3942
S -2.0667 -1.0686 3.0598
H 0.4784 -0.4542 -0.7057
H -0.5295 -2.7377 1.1524
H 0.5906 -1.5179 1.6487
H -2.1586 -0.6046 0.6572
H -1.0545 0.3619 1.3944
H -2.4912 0.1842 3.2922
H 4.0155 0.5127 -2.4912
H 3.6051 -0.6353 -1.6306
O 3.3855 0.2878 -1.7971
H -1.5504 3.8936 -1.8807
H -0.0875 3.9410 -2.0235
O -0.7773 3.9330 -1.3327
*
```

The calculation puts the HOMO-LUMO gap at 9.88 eV. Its energy relative to the best compared isomer or geometry (same formula, charge and spin) is 73.2 kJ/mol. The molar mass is 126.18 g/mol. Its SMILES is O=CCCS.O.O.

Record 8
Here is a cluster of 3 separate species, C3H10O3S2 in total at a distorted geometry from OMol25. Energies are from the ωB97M-V functional and the def2-TZVPD basis.

```
! wB97M-V def2-TZVPD RIJCOSX def2/J DEFGRID3
* xyz 0 1
C 0.8441 -0.8402 -0.3784
C 0.1689 -2.0432 0.2800
O 0.5996 -2.7396 1.1576
C 2.1332 -0.5710 0.3687
S 1.6884 -0.0468 2.1086
S 0.9600 1.8541 1.8361
H 0.8635 -0.9820 -1.4558
H 0.1952 0.0217 -0.1808
H -0.6847 -2.4217 -0.3003
H 2.7821 -1.3827 0.6695
H 2.6719 0.2548 -0.0593
H 1.9826 2.7213 2.0121
H -1.6511 2.3792 -1.9940
H -2.2684 2.8879 -0.6702
O -2.1685 2.1132 -1.2303
H -3.1826 0.1738 -0.8530
H -2.2165 -0.7617 -0.2550
O -2.7179 -0.6168 -1.0556
*
```

The calculation puts the HOMO-LUMO gap at 9.40 eV. Its energy relative to the best compared isomer or geometry (same formula, charge and spin) is 74.2 kJ/mol. The molar mass is 158.24 g/mol. Its SMILES is O=CCCSS.O.O.

Record 9
Here is a structure of composition C3H10O4 at a distorted geometry from OMol25. Energies are from the ωB97M-V functional and the def2-TZVPD basis.

```
! wB97M-V def2-TZVPD RIJCOSX def2/J DEFGRID3
* xyz 0 1
C -0.8928 0.5472 0.5285
C -0.2317 1.6532 1.3131
C -0.7746 -0.8237 1.0084
H -1.8597 0.8145 0.0985
H -0.1924 0.5641 -0.6299
H 0.7712 1.3596 1.6280
H 0.1003 -1.3861 0.3734
H -0.8147 1.8848 2.2114
H -0.1449 2.5657 0.7217
H -1.6590 -1.4372 0.8439
H -0.4342 -0.9042 2.0430
O 1.1357 -1.6336 -0.7426
O 0.4340 0.2621 -1.6567
O 2.2711 -2.3923 -0.5497
O 0.3662 1.2154 -2.6810
H 2.1881 -3.1067 -1.2026
H -0.2625 0.8170 -3.3075
*
```

The calculation puts the HOMO-LUMO gap (alpha / beta) at 8.79 / 7.42 eV. Its energy relative to the best compared isomer or geometry (same formula, charge and spin) is 1022.8 kJ/mol. The molar mass is 110.11 g/mol.

Record 10
Here is a cluster of 4 separate species, C3H10OS in total at a distorted geometry from OMol25. Energies are from the ωB97M-V functional and the def2-TZVPD basis.

```
! wB97M-V def2-TZVPD RIJCOSX def2/J DEFGRID3
* xyz 0 1
C -0.5685 -1.1588 1.0389
C -0.2302 -1.3590 -0.5643
C -1.1591 -0.2050 0.0847
S 1.8618 1.3190 0.6133
H 0.2513 -0.7866 1.7852
H 1.0042 -0.7564 2.2315
H -0.7951 -2.1531 1.3759
H -0.6470 -2.2694 -1.0213
H 0.7935 -1.0803 -0.7787
H -2.2717 -0.1545 -0.0404
H -0.8852 0.8225 0.4174
H 1.0423 0.9088 1.4831
H 0.4669 2.8132 -2.8341
H 0.9093 2.0125 -1.5267
O 0.2277 2.0469 -2.2647
*
```

The calculation puts the HOMO-LUMO gap at 5.39 eV. Its energy relative to the best compared isomer or geometry (same formula, charge and spin) is 752.4 kJ/mol. The molar mass is 94.18 g/mol.

energy relative to the best compared isomer or geometry (same formula, charge and spin) of number 5 (C3H10O3)? 849.6 kJ/mol

What did the fifth record say?
Here is a cluster of 4 separate species, C3H10O3 in total at a distorted geometry from OMol25. Energies are from the ωB97M-V functional and the def2-TZVPD basis.

```
! wB97M-V def2-TZVPD RIJCOSX def2/J DEFGRID3
* xyz 0 1
C 0.3906 0.0660 -0.9944
C 0.5690 -0.5234 0.3263
C 1.7548 -0.4578 0.9774
O -2.3618 -1.7862 0.8036
H 1.2526 0.8824 -1.3254
H -0.5661 0.5776 -1.1277
H 0.4263 -0.6717 -1.8067
H -0.3937 -0.8723 0.7257
H 1.8263 -0.9586 1.9346
H -3.1762 -2.0480 0.3737
H -2.4670 -0.3235 0.6861
H -2.4517 1.3565 0.9727
O -2.1579 0.6220 0.4286
H 2.5589 0.1560 0.6051
H 2.4040 2.3975 -1.5597
O 2.3919 1.5836 -1.0199
*
```

The calculation puts the HOMO-LUMO gap at 3.52 eV. Its energy relative to the best compared isomer or geometry (same formula, charge and spin) is 849.6 kJ/mol. The molar mass is 94.11 g/mol.